Computed, not measured: a molecular structure, C51H37BrCl7LuN3O2P2Te, with ωB97M-V/def2-TZVPD.

The value obtained for the gap between HOMO and LUMO is 0.2334 Ha. Its relative energy (zero: lowest compared OMol25 entry of this formula, charge and spin) is 56.88 kJ/mol. The calculation puts the electronic energy at -279238.8137 eV. As for the net charge: +1.

Geometry as XYZ:
```
105
Properties=species:S:1:pos:R:3:forces:R:3
Lu 0.14686 0.25020 0.03950 0.5020 -0.1892 0.3601
C -0.52342 -0.74443 3.50226 -0.1266 -0.5139 0.1156
O -0.20242 0.23536 2.51638 0.2288 0.5095 -0.0610
C 0.28474 1.44232 2.98355 0.0461 0.4048 -0.2549
C 0.62296 1.70417 4.28782 0.0480 -0.0071 -0.1378
C 1.15853 2.95561 4.61083 0.1863 0.2277 0.1265
Br 1.67311 3.29880 6.40491 -0.0998 -0.0620 -0.2078
C 1.36311 3.91848 3.65650 -0.0502 -0.1242 -0.0109
C 0.99953 3.68294 2.32001 -0.3486 -0.9577 0.3156
C 0.42064 2.43402 1.96369 0.3882 0.4469 1.1894
O 0.02757 2.14833 0.75690 -0.0864 0.9896 0.1647
C 1.27145 4.64272 1.28663 -0.0299 -0.0015 -0.3200
N 0.90823 4.47507 0.01022 -0.1193 -0.1029 0.4521
C 1.40790 5.49172 -0.76004 0.4854 0.8442 0.0963
C 1.34773 5.73599 -2.12366 0.0194 0.0070 0.1481
C 1.99109 6.87140 -2.57231 -0.0907 -0.0857 -0.0581
C 2.65622 7.73875 -1.70255 0.0250 0.0230 0.1562
C 2.71854 7.49949 -0.34263 -0.0364 -0.0981 0.0719
C 2.09188 6.35125 0.11988 -0.2525 -0.0868 -0.9566
N 1.97786 5.78919 1.37773 -0.1767 -0.2791 0.1605
H -1.21787 -0.34296 4.24298 0.0315 0.1234 -0.0969
H 0.37432 -1.12081 3.99577 0.0350 0.1202 -0.0619
H -1.00465 -1.56386 2.97283 0.0775 0.0671 0.0140
H 0.51547 0.96418 5.06403 -0.0235 -0.0704 0.0332
H 1.81609 4.85358 3.94120 0.0282 0.1424 0.0978
H 0.36622 3.66234 -0.28214 0.0816 0.0640 0.1800
H 0.82819 5.06709 -2.79208 -0.0502 -0.0615 -0.0908
H 1.97539 7.09548 -3.62497 0.0034 0.0619 -0.1700
H 3.13275 8.61910 -2.10438 0.0496 0.0660 -0.0197
H 3.23055 8.16835 0.32933 0.0960 0.1129 0.0504
H 2.38251 6.18116 2.21445 -0.0896 -0.2194 -0.0035
Cl 2.07415 1.92176 -1.51011 0.2404 0.4223 -0.4243
C 3.06450 0.65947 -0.83063 -0.1811 -0.5316 0.7068
C 2.41311 -0.09081 0.14832 1.4916 -0.3365 -0.1482
C 3.21537 -1.06148 0.74755 -0.4219 0.4126 -0.1369
Cl 2.43341 -1.99196 1.97784 0.3142 -0.3724 0.4605
C 4.54554 -1.29136 0.41441 0.0486 -0.0711 -0.0959
Cl 5.48582 -2.48531 1.21857 -0.1454 0.0337 0.0047
C 5.11338 -0.54307 -0.62164 0.0376 0.0560 -0.0260
Cl 6.72742 -0.85315 -1.12461 -0.1109 0.0534 0.0554
C 4.37010 0.45936 -1.25123 0.1059 -0.0484 -0.0560
Cl 5.06245 1.38978 -2.52104 -0.0963 0.0658 0.0248
Te -1.53442 2.10066 -2.01838 -1.6027 0.4612 -1.4229
C -3.31752 2.53427 -3.16412 0.0291 0.1720 0.0912
C -3.55389 1.81889 -4.33059 0.3847 -0.0449 0.1737
C -4.72757 2.05188 -5.02918 0.3362 -0.1940 0.0416
N -5.63806 2.92462 -4.64035 -0.5826 0.1415 -0.2525
C -5.41238 3.60605 -3.53476 0.1473 0.1556 0.2817
C -4.27234 3.45351 -2.75372 0.4251 -0.0278 0.0484
C -2.13926 -0.06276 -2.07351 1.1452 0.4298 0.7232
P -2.41170 -0.14488 -0.26679 -2.6114 -0.4134 -0.0496
C -3.81435 0.99929 -0.05826 0.2586 0.0418 0.3589
C -3.75197 1.98310 0.92169 0.0545 -0.1349 -0.0429
C -4.85052 2.79120 1.14924 -0.0121 0.1267 0.1124
C -6.00197 2.61811 0.39836 -0.0594 0.0677 0.0343
C -6.05715 1.64482 -0.58613 -0.0706 0.0073 0.0607
C -4.96546 0.83030 -0.81497 0.0773 -0.0006 0.1039
C -3.38077 -1.63197 0.24539 0.2538 0.0780 0.0628
C -4.00155 -2.55418 -0.58197 0.1829 0.1528 -0.0756
C -4.75088 -3.58657 -0.03628 -0.0872 -0.1469 0.0206
C -4.89868 -3.69393 1.33686 -0.0182 -0.0935 -0.0363
C -4.28677 -2.77137 2.17374 -0.0657 -0.0210 0.1106
C -3.53664 -1.74910 1.62746 0.0887 0.0911 -0.1479
P -0.42015 -0.60193 -2.40281 -0.5203 -1.0428 -2.0415
C -0.19655 -0.05537 -4.14241 0.3786 0.0928 0.2063
C 0.87215 0.76437 -4.48437 0.0170 -0.1912 0.0359
C 1.05392 1.17343 -5.79124 0.0430 -0.0181 -0.0771
C 0.18255 0.74591 -6.77669 0.0381 0.1025 -0.0447
C -0.87600 -0.08283 -6.44727 -0.1091 -0.0761 -0.0309
C -1.07285 -0.48202 -5.13587 0.1667 -0.0583 0.0976
C -0.39159 -2.40230 -2.75403 0.2494 0.1565 0.1559
C 0.87783 -2.97823 -2.72575 -0.1023 0.1394 -0.0025
C 1.05309 -4.29644 -3.09734 0.0597 -0.0508 0.0025
C -0.04674 -5.05521 -3.47020 0.0015 -0.0776 -0.0046
C -1.31480 -4.49647 -3.47224 -0.0361 -0.1683 -0.0580
C -1.48735 -3.16655 -3.12824 0.0158 0.2766 0.1769
H -2.83135 1.09680 -4.68025 -0.0803 -0.0262 -0.0504
H -4.94813 1.51546 -5.94149 0.0778 -0.1135 -0.1034
H -6.18532 4.30542 -3.25042 -0.0511 0.1333 0.1393
H -4.14137 4.02578 -1.84777 -0.0748 0.0549 0.1013
H -2.83474 2.10722 1.49315 -0.1044 0.0342 -0.0184
H -4.81372 3.54853 1.91814 -0.0115 0.0922 0.0601
H -6.86026 3.24516 0.58292 -0.1075 0.0724 0.0167
H -6.95551 1.51850 -1.16645 -0.1539 -0.0171 -0.1331
H -4.99267 0.06918 -1.58053 -0.0431 -0.0784 -0.1041
H -3.91515 -2.44850 -1.65214 -0.0013 -0.0203 -0.1339
H -5.22799 -4.31097 -0.68257 -0.0400 0.0208 -0.0499
H -5.50336 -4.48393 1.75625 -0.0157 -0.0922 0.0231
H -4.41452 -2.84463 3.24556 -0.0022 0.0121 0.0286
H -3.08750 -0.99443 2.26297 -0.0035 -0.0187 0.1084
H 1.57598 1.07496 -3.72965 -0.0137 0.0130 -0.0403
H 1.88519 1.81390 -6.03626 0.1379 0.0932 -0.0807
H 0.33478 1.05437 -7.79900 -0.0165 0.0195 -0.1302
H -1.54657 -0.42791 -7.21950 -0.0966 -0.0351 -0.0655
H -1.89916 -1.13297 -4.88879 -0.0719 -0.0340 0.0228
H 1.72336 -2.36825 -2.41907 0.0474 -0.0814 -0.0236
H 2.04234 -4.72857 -3.10547 0.0735 -0.0738 0.0294
H 0.08943 -6.08273 -3.76470 -0.0016 -0.1698 -0.0273
H -2.16763 -5.09816 -3.75308 -0.0546 -0.0240 -0.0499
H -2.46741 -2.71190 -3.15136 -0.0832 0.0214 -0.0444
Cl -0.39579 -2.39631 0.32369 0.2518 -0.4387 0.2923
C -0.91584 -4.09842 0.37472 -0.1286 -0.7309 0.0583
Cl 0.28775 -5.07562 1.21477 -0.2063 0.0803 -0.1404
H -1.02941 -4.44467 -0.65389 0.1309 0.2075 0.1207
H -1.86032 -4.13060 0.91750 0.1330 0.1316 -0.0653
```
Forces are in eV/Å.

Results of the Löwdin charge analysis, in e, for atoms 1 through 6: number 1, Lu, carries 1.124; number 2, C, carries -0.070; number 3, O, carries -0.223; number 4, C, carries -0.183; number 5, C, carries -0.032; number 6, C, carries -0.663